186
Properties=species:S:1:pos:R:3:lowdin_charge:R:1 method="wB97M-V/def2-TZVPD" homo_ev=-9.04 orbital_gap_ev=9.2 fmax_ev_per_a=3.01 mol_weight_da=955.5 de_lowest_kj_mol=505.8 energy_ev=-84193.90871 total_charge=0
C 0.4115 5.0165 -1.5932 -0.063
C -0.8792 4.7988 -2.4029 -0.393
C -0.6635 4.1643 -3.7716 -0.232
O 0.2688 4.9684 -4.4357 -0.188
C 0.9337 4.2209 -5.4711 -0.089
N -1.8021 4.0134 -1.5161 0.041
H 1.1724 5.6316 -2.0735 0.069
H 0.9331 4.0680 -1.4653 0.074
H 0.1897 5.4422 -0.6145 0.072
H -1.3112 5.7670 -2.6561 0.134
H -1.6125 4.1341 -4.3070 0.128
H -0.2099 3.1863 -3.6106 0.121
H 1.6227 4.8744 -6.0062 0.085
H 0.1644 3.8965 -6.1719 0.083
H 1.4852 3.3282 -5.1761 0.082
H -1.4594 3.0767 -1.3568 0.054
H -1.7254 4.3324 -0.5608 0.053
C 0.2125 -5.4601 -0.0140 -0.051
C -0.8969 -5.9681 -0.9854 -0.457
C -1.9120 -4.8389 -1.1500 -0.227
O -2.8215 -5.2992 -2.1460 -0.221
C -3.9267 -4.3503 -2.3177 -0.065
N -0.3105 -6.4445 -2.1956 0.062
H -0.2334 -5.2144 0.9498 0.072
H 0.7795 -4.6110 -0.3955 0.073
H 0.9735 -6.2332 0.0933 0.075
H -1.5585 -6.7112 -0.5401 0.134
H -1.4359 -4.0011 -1.6594 0.124
H -2.3810 -4.5800 -0.2007 0.123
H -4.2493 -4.0230 -1.3293 0.073
H -4.6836 -4.8877 -2.8891 0.089
H -3.5841 -3.4445 -2.8178 0.070
H 0.4242 -5.7798 -2.3921 0.062
H -1.0163 -6.2967 -2.9027 0.063
C 7.3047 4.5258 2.8053 -0.054
C 8.3138 3.3742 2.5278 -0.423
C 7.4764 2.0583 2.2700 -0.170
O 6.5098 1.7355 3.3114 -0.211
C 7.0889 1.1778 4.4652 -0.126
N 9.2327 3.6449 1.4247 0.039
H 6.7222 4.7473 1.9109 0.075
H 7.8182 5.4478 3.0780 0.069
H 6.7019 4.3482 3.6958 0.069
H 8.9319 3.2320 3.4143 0.121
H 8.1627 1.2306 2.0904 0.114
H 6.8411 2.2402 1.4032 0.118
H 7.8275 1.8102 4.9577 0.079
H 7.5067 0.1876 4.2829 0.088
H 6.2478 1.1901 5.1583 0.088
H 9.6949 2.7801 1.1828 0.063
H 8.7018 3.7852 0.5771 0.056
C 2.3201 -0.0489 0.1606 -0.057
C 1.3770 0.5572 1.2237 -0.409
C -0.0116 -0.1421 1.2073 -0.208
O -0.7605 0.1861 0.0486 -0.219
C -2.1707 -0.1196 0.1079 -0.076
N 2.0405 0.3182 2.5414 0.039
H 2.5126 -1.0991 0.3798 0.079
H 3.2485 0.5216 0.1328 0.067
H 1.8421 0.0738 -0.8113 0.071
H 1.1694 1.6113 1.0395 0.132
H -0.5661 0.2141 2.0755 0.114
H 0.0798 -1.2266 1.2682 0.124
H -2.6078 0.0439 -0.8772 0.080
H -2.5864 0.6158 0.7967 0.082
H -2.2967 -1.1613 0.4033 0.080
H 1.4288 0.8038 3.1817 0.055
H 2.7605 1.0257 2.5054 0.063
C -5.8837 -7.0212 2.0398 -0.061
C -7.0283 -6.4246 2.8288 -0.455
C -7.8390 -5.2918 2.1249 -0.134
O -6.9011 -4.1947 1.7646 -0.224
C -7.4990 -3.1762 0.9495 -0.120
N -7.8962 -7.5515 3.0821 0.026
H -5.0188 -6.9864 2.7023 0.073
H -5.5959 -6.4542 1.1545 0.074
H -6.0183 -8.0847 1.8423 0.076
H -6.5889 -5.9551 3.7090 0.127
H -8.5437 -4.8276 2.8148 0.118
H -8.3061 -5.6431 1.2049 0.121
H -7.7545 -3.7033 0.0302 0.074
H -6.7677 -2.4786 0.5412 0.078
H -8.3977 -2.6540 1.2777 0.083
H -8.4938 -7.2068 3.8197 0.069
H -7.3440 -8.2309 3.5855 0.073
C -1.2158 -0.6117 -5.6361 -0.045
C -1.3406 -1.7542 -6.6841 -0.418
C -0.4311 -1.7979 -7.9554 -0.188
O -0.6183 -0.5292 -8.5998 -0.164
C 0.5075 -0.3294 -9.4143 -0.135
N -1.2030 -2.9975 -5.9414 0.017
H -1.7438 -0.9266 -4.7360 0.064
H -1.6575 0.3079 -6.0201 0.070
H -0.1808 -0.3990 -5.3683 0.072
H -2.3745 -1.7607 -7.0295 0.125
H -0.6421 -2.6540 -8.5962 0.122
H 0.5743 -2.0086 -7.5911 0.114
H 0.3334 0.5221 -10.0720 0.089
H 0.7403 -1.1920 -10.0387 0.084
H 1.4185 -0.1539 -8.8422 0.086
H -1.2920 -3.7225 -6.6389 0.068
H -1.8495 -3.1331 -5.1774 0.063
C -3.9302 3.6462 4.2963 -0.057
C -3.2715 4.7365 3.4552 -0.490
C -2.9377 6.0837 4.2069 -0.033
O -2.0163 4.2471 3.0612 -0.080
H -3.2135 3.3144 5.0476 0.077
H -4.1204 2.7957 3.6417 0.075
H -4.8420 4.0363 4.7484 0.080
H -3.8310 4.8261 2.5241 0.133
H -3.8475 6.5318 4.6062 0.068
H -2.4442 6.7907 3.5400 0.077
H -2.3811 5.7290 5.0744 0.074
H -1.4949 4.1850 3.8649 0.067
C 2.2509 -3.7526 5.5892 -0.051
C 3.7240 -3.8472 5.0350 -0.544
C 4.2780 -5.2239 5.2063 -0.057
O 3.7179 -3.4531 3.7327 -0.034
H 1.8440 -2.7793 5.3151 0.064
H 2.1674 -3.7371 6.6759 0.066
H 1.5344 -4.5317 5.3289 0.073
H 4.3099 -3.1145 5.5899 0.130
H 3.6194 -5.9502 4.7302 0.086
H 4.3058 -5.3967 6.2822 0.083
H 5.2909 -5.2535 4.8046 0.082
H 3.3986 -2.5538 3.6283 0.086
C -3.6115 -2.5468 4.9653 -0.063
C -4.1058 -1.3630 5.7216 -0.529
C -5.5331 -0.9066 5.3472 -0.051
O -4.1212 -1.7677 7.0457 -0.051
H -3.8008 -2.4658 3.8949 0.081
H -4.1035 -3.4552 5.3129 0.079
H -2.5683 -2.6712 5.2556 0.086
H -3.4397 -0.5186 5.5444 0.138
H -6.2461 -1.7276 5.4229 0.076
H -5.4667 -0.6036 4.3022 0.070
H -5.9274 -0.0745 5.9305 0.076
H -4.7084 -2.5180 7.1635 0.090
C -6.3797 1.7048 -2.7859 -0.067
C -5.7102 2.7094 -3.7199 -0.493
C -6.4240 2.9182 -5.0634 -0.045
O -5.5893 3.8982 -2.9589 -0.068
H -6.2866 0.6915 -3.1766 0.071
H -7.4572 1.8510 -2.7105 0.075
H -6.0337 1.7390 -1.7529 0.073
H -4.6709 2.4182 -3.8715 0.124
H -6.4302 1.9979 -5.6474 0.073
H -5.8387 3.5547 -5.7270 0.076
H -7.4670 3.2041 -4.9272 0.081
H -4.8559 3.8019 -2.3470 0.071
C 6.4160 2.5262 -3.4375 -0.045
C 6.9501 3.9862 -3.3414 -0.514
C 5.9557 4.8786 -2.7067 -0.076
O 7.9934 3.9891 -2.3960 -0.062
H 7.1743 1.9157 -3.9277 0.071
H 5.5818 2.3535 -4.1174 0.074
H 6.2222 2.1576 -2.4302 0.077
H 7.3147 4.3158 -4.3143 0.137
H 5.1072 5.0516 -3.3687 0.078
H 6.3366 5.8900 -2.5648 0.085
H 5.6243 4.3072 -1.8397 0.086
H 8.6648 4.5682 -2.7642 0.092
C 1.9338 6.0325 4.2408 -0.054
C 2.2165 5.0797 5.3995 -0.468
C 2.0886 5.8034 6.7634 -0.059
O 1.2275 4.0461 5.3334 -0.074
H 1.8859 5.4040 3.3515 0.073
H 2.7869 6.6489 3.9572 0.077
H 1.0576 6.6752 4.3263 0.083
H 3.1858 4.5812 5.4070 0.129
H 2.5194 6.8027 6.6997 0.074
H 2.7478 5.2025 7.3898 0.067
H 1.1001 5.8616 7.2190 0.079
H 1.4043 3.3664 5.9878 0.083
C 4.0502 -2.6027 -4.8130 -0.058
C 3.3089 -3.9248 -5.1270 -0.514
C 4.2513 -5.0890 -5.1002 -0.064
O 2.3611 -4.0206 -4.0976 -0.062
H 4.9487 -2.4771 -5.4171 0.071
H 4.3270 -2.4720 -3.7668 0.080
H 3.3909 -1.7542 -4.9962 0.063
H 2.7806 -3.9923 -6.0780 0.132
H 4.8518 -5.2128 -6.0014 0.082
H 3.5579 -5.9300 -5.0901 0.083
H 4.8894 -5.0216 -4.2191 0.087
H 1.5434 -3.5866 -4.3519 0.077